No. 1
The following is a DFT calculation (ωB97M-V/def2-TZVPD) of C16H44N3O5Y as an isolated structure at a distorted geometry.

```
69
Properties=species:S:1:pos:R:3:forces:R:3:mulliken_charge:R:1
H 3.082565 -0.806586 -2.075504 -0.079 -0.158 -0.173 0.31
H 2.915325 2.856339 0.210983 -0.035 0.084 -0.070 0.35
O 1.585557 -0.529452 0.893996 -1.397 0.544 -0.577 -0.21
H -1.723689 3.205539 -3.564446 -0.052 0.214 0.333 0.31
H -1.842135 2.310370 -1.588145 0.072 -0.027 0.323 0.37
O -1.086656 -1.319381 1.702653 -1.091 0.120 -0.045 1.15
C 3.941842 -0.027208 1.079771 1.335 0.122 0.515 -1.32
H 0.650511 1.609559 -2.950553 -0.469 -0.449 -0.191 -0.30
H -3.319369 0.456163 -0.005515 0.293 -0.212 -0.090 0.36
C -4.493335 0.199356 2.133249 -0.418 -0.219 -0.128 -1.57
H 2.710164 -1.098569 2.459995 0.426 -0.057 0.040 0.19
H -2.649823 0.928875 2.747895 0.485 -0.092 -0.084 0.07
H 3.190298 -2.312387 -0.305917 -0.090 0.049 0.038 0.09
H -2.272376 -1.414484 -1.841596 0.320 0.256 -0.179 0.41
C 0.449906 -1.556808 -2.533967 -1.069 -0.736 0.462 -1.18
Y -0.337288 0.273430 0.077160 3.596 -1.008 1.609 0.51
N -1.597159 -1.477546 -1.076358 -0.086 -0.724 -0.374 -0.48
C 2.323797 -0.107110 -2.427614 0.216 0.057 0.677 -1.33
H -0.240930 -4.228864 -2.626245 0.052 0.123 -0.088 0.44
H -1.597364 1.022321 -2.460958 0.028 -0.156 0.186 0.36
C 2.838895 -0.993801 1.371296 -1.501 -0.052 0.018 0.31
H 4.116970 -2.723600 1.125422 -0.059 -0.007 0.035 0.50
H -0.411225 2.517116 2.159921 -0.002 0.069 -0.073 0.24
O 1.015552 2.194306 -0.278954 -0.530 0.900 -0.722 0.18
H -0.639228 1.301530 4.139134 0.082 0.193 0.039 0.30
H 0.301793 0.039768 3.340488 0.145 0.024 -0.110 0.08
H 2.404204 -3.107705 1.074041 -0.033 0.023 -0.025 0.28
O -0.250269 1.570438 2.097872 -0.233 0.040 0.590 -0.27
N -2.628444 0.833356 0.649423 -1.154 -0.463 0.816 -0.39
C 0.798371 3.029932 -1.438447 0.565 0.122 -0.241 -1.50
H 1.089281 1.585577 3.704406 0.003 0.065 0.095 0.36
C -0.522182 -2.587280 2.047677 0.500 -0.157 0.501 -0.96
H -2.245780 -1.296111 3.341630 -0.668 -0.084 0.129 0.40
H 1.912306 2.349276 1.560958 -0.035 -0.098 -0.024 0.09
H -2.989410 1.784108 0.745371 0.439 0.114 -0.026 0.45
N -1.139183 1.586544 -1.741339 0.102 0.457 -1.715 -0.66
H -1.365992 -4.217561 -1.306212 -0.296 -0.033 -0.170 0.44
O 1.048305 -0.460234 -1.865924 -0.133 -0.180 -0.552 0.87
C -0.638381 3.276741 -3.501453 0.511 -0.300 -1.355 -1.31
H -4.808700 -0.257442 3.071196 -0.004 0.064 0.036 0.42
C -2.985504 0.221245 1.992409 -0.504 0.597 0.224 0.31
H 0.378826 4.004442 -1.160633 -0.265 -0.227 0.266 0.61
H -4.894430 1.212630 2.088034 -0.020 -0.014 0.120 0.42
H 3.815619 0.940116 1.566723 -0.301 0.078 -0.254 0.26
H -4.959203 -0.367221 1.319501 0.039 -0.069 0.062 0.45
H 1.579424 3.910292 0.749629 -0.030 -0.024 0.015 0.40
C 0.154980 1.112233 3.417858 -0.139 -0.331 -0.238 -0.70
C 1.902958 2.875693 0.616358 0.452 -0.130 0.126 -1.05
H -0.320088 4.311304 -3.392522 -0.139 0.045 0.294 0.38
C -0.439702 -2.321315 -1.556742 -0.377 0.225 -0.189 1.05
H -0.314768 2.992102 -4.509549 0.016 0.099 0.107 0.41
C 3.143745 -2.358945 0.787312 0.356 -0.249 -0.084 -1.13
C -0.036565 2.307998 -2.494247 -0.257 0.667 1.351 1.01
H -3.100544 -1.921578 1.871686 0.175 -0.225 0.083 0.45
H -1.204555 -3.409273 1.819028 -0.035 0.086 -0.159 0.32
H 4.157450 0.078926 0.014944 -0.297 0.154 -0.062 0.18
C -0.996145 -3.614234 -2.137330 0.455 -0.117 0.358 -1.40
C -2.417999 -1.166471 2.273142 1.059 0.384 -0.484 -1.33
H -0.151062 -1.191039 -3.376074 0.242 -0.162 -0.253 0.31
H 1.786103 3.256592 -1.858075 -0.101 0.024 -0.102 0.50
H 2.283480 -0.088434 -3.515698 -0.055 0.021 -0.035 0.39
H -0.287754 -2.627076 3.117751 -0.208 0.102 -0.043 0.29
H -1.794701 -3.396253 -2.845017 -0.052 -0.135 -0.051 0.36
H 2.601815 0.863677 -2.022193 -0.113 0.055 -0.098 0.28
H -2.109914 -2.093576 -0.442853 0.154 0.246 0.266 0.31
H 4.881223 -0.397958 1.517046 -0.172 -0.079 -0.098 0.52
H 0.190626 -2.508979 -0.681211 -0.067 -0.116 0.002 -0.41
H 1.133338 -2.353233 -2.834466 0.557 0.607 -0.382 0.51
H 0.426626 -2.680179 1.529799 -0.108 0.060 -0.172 -0.06
```
Forces are in eV/Å.

E_LUMO, hartree: -0.1989
Net charge: +2

---

No. 2
The following is a DFT calculation (ωB97M-V/def2-TZVPD) of C36H62CoN4O2 as an isolated structure at a distorted geometry.

```
105
Properties=species:S:1:pos:R:3:forces:R:3:mulliken_spin:R:1
H 0.309257 1.120240 0.555837 0.005 -0.028 -0.031 0.00
C -2.259298 -3.423795 0.893143 0.041 -0.042 0.025 0.00
C 5.918440 3.929337 0.662305 0.010 -0.012 0.006 0.00
N -1.130895 -3.002905 1.729192 -0.091 -0.289 -0.317 0.04
C -3.577346 -0.355481 -3.600955 -0.012 0.018 -0.019 0.00
C 4.419118 4.018317 0.979761 -0.023 -0.012 -0.039 0.00
H 0.169463 -3.867051 3.141221 -0.012 0.006 0.018 0.00
C -1.786133 -0.416774 -0.458660 0.159 -0.129 -0.057 0.00
C -6.435795 1.084515 1.018163 -0.009 -0.017 0.020 0.00
H -6.222768 0.382223 1.827295 -0.007 0.008 -0.007 0.00
H -4.667432 -2.825248 -3.121421 -0.002 0.004 0.011 0.00
H 6.092218 3.711487 -0.392697 -0.001 -0.004 0.017 0.00
H -7.312382 1.675319 1.297114 0.005 -0.007 -0.006 0.00
N 2.207447 -3.251798 1.543599 0.018 0.199 0.189 0.04
H -2.660653 1.895073 1.889620 0.004 0.000 -0.014 0.00
H -5.002345 0.262976 -1.270633 0.027 0.004 0.020 0.00
C 2.761986 -0.819661 -2.851134 -0.024 0.003 0.059 0.00
H 2.842458 -2.503876 1.263157 -0.031 0.012 -0.048 0.00
H 6.414725 4.874842 0.897009 -0.005 -0.007 -0.010 0.00
H -5.382791 -1.682244 -1.983299 0.012 -0.009 0.000 0.00
C -0.357092 -1.073123 3.008318 -0.041 0.182 0.039 0.01
Co 0.563872 -1.962527 0.471345 -0.113 0.170 1.126 0.90
H 3.104289 2.592105 -3.109430 -0.008 -0.012 -0.013 0.00
O 2.283977 -1.120741 -0.138579 0.320 -0.044 -0.391 0.03
H 4.678005 3.644236 3.111116 0.004 0.012 -0.003 0.00
H -2.406510 -2.718522 -3.814322 0.006 -0.006 0.018 0.00
H -6.691933 0.504749 0.130002 0.005 0.006 0.012 0.00
C -4.068605 0.311753 -0.719409 -0.003 0.004 -0.009 0.00
H 5.366832 1.435858 -2.793571 -0.006 -0.020 0.014 0.00
H 4.810894 5.339930 2.636512 -0.018 0.001 0.002 0.00
H 6.388591 3.137592 1.249436 0.002 0.014 -0.002 0.00
H 5.430685 -0.247015 -2.263337 -0.006 -0.004 -0.020 0.00
H -5.885364 3.374319 2.295239 0.007 -0.001 0.002 0.00
H -2.255094 -1.288223 2.059935 -0.046 -0.010 0.023 0.00
H 0.684877 -2.989134 -1.728623 -0.075 -0.004 -0.003 0.00
H 2.871777 -3.217540 -0.988625 0.004 0.016 -0.035 0.00
C -0.673833 -4.145888 2.513339 0.003 0.037 0.047 0.01
O -0.750006 -1.156859 -0.758178 -0.076 -0.021 -0.325 0.05
H -2.746507 0.335924 -3.755233 -0.005 -0.014 -0.010 0.00
H 2.341767 -3.438327 2.529900 0.022 -0.107 -0.033 0.00
H -1.962008 -4.272387 0.272668 -0.015 0.002 0.011 0.00
H -2.560909 -2.607493 0.244254 -0.015 0.026 -0.005 0.00
H 2.718669 5.203984 0.325091 0.010 0.002 -0.004 0.00
C -0.372392 0.685416 1.286219 0.004 0.012 0.022 0.00
H 2.324696 -4.852386 -1.403873 -0.060 -0.013 -0.023 0.00
H -1.203170 -1.624575 -3.098596 -0.011 0.008 -0.009 0.00
H 4.256485 6.085958 0.324012 -0.002 -0.010 -0.005 0.00
H 0.114821 -4.148833 -0.717029 -0.034 0.001 -0.090 0.00
H 3.222949 4.576049 2.717016 0.010 -0.015 0.003 0.00
C -5.230526 2.000456 0.768276 0.021 -0.021 -0.003 0.00
C -4.982917 2.815969 2.037625 0.000 0.005 -0.002 0.00
H -3.116895 -3.733422 1.506507 0.009 -0.039 -0.001 0.00
H -2.061219 -2.287351 3.502420 0.019 -0.032 0.000 0.00
C -3.266260 -1.314417 -2.441022 0.018 0.009 0.057 0.00
H 0.366681 -1.679718 3.558033 -0.012 -0.013 0.008 0.00
H -4.174265 3.536755 1.900754 -0.004 -0.008 0.007 0.00
H 4.344805 2.705527 -1.366544 0.014 -0.027 0.032 0.00
C -1.549225 -1.908656 2.605710 0.017 0.060 -0.006 0.00
H 3.294215 -1.660095 -2.409536 0.009 -0.015 0.004 0.00
H -3.734681 -0.917531 -4.525775 -0.008 0.009 0.011 0.00
H -5.806551 2.439824 -1.290797 0.006 0.008 0.009 0.00
C 3.787450 5.119931 0.117632 -0.001 0.013 0.003 0.00
C 3.752023 2.677957 0.676106 0.017 -0.027 -0.012 0.00
H 4.962294 0.144270 -3.926986 0.002 0.015 0.010 0.00
C -5.565492 2.974198 -0.370045 -0.005 0.012 -0.006 0.00
H 1.528520 0.633808 3.172416 -0.020 -0.060 0.065 0.00
C 3.016386 1.958278 1.605384 -0.075 -0.019 0.009 0.00
H 1.718993 -0.870126 -2.536303 0.005 0.019 -0.005 0.00
C 4.268894 4.410522 2.449265 -0.010 0.015 0.011 0.00
H -6.424435 3.596468 -0.103900 0.002 -0.014 -0.008 0.00
H -4.285623 -2.933118 -1.396989 -0.005 -0.001 -0.010 0.00
H 1.752686 -5.223080 1.015514 -0.007 0.001 -0.025 0.00
H -1.851279 -2.954497 -2.146177 -0.014 -0.004 -0.006 0.00
C 1.686058 -0.032915 2.315087 -0.053 0.114 0.038 0.00
H -4.732404 2.172428 2.884080 -0.004 0.010 -0.005 0.00
C 4.880029 0.463287 -2.884127 0.015 -0.017 -0.009 0.00
H 2.842083 2.354168 2.599983 0.016 -0.011 -0.009 0.00
C 3.404209 0.516571 -2.461745 0.006 0.049 0.017 0.00
H -4.716181 3.628791 -0.575431 -0.011 -0.002 -0.001 0.00
C -3.012777 -0.475741 -1.171158 -0.086 0.005 -0.059 0.00
C -2.101704 -2.204691 -2.897411 0.004 0.032 0.033 0.00
H 3.454110 -4.831715 0.778512 0.023 0.012 0.047 0.00
C 2.175665 -4.010517 -0.723745 0.057 -0.160 -0.101 0.00
H -0.487964 1.411994 2.101118 0.050 0.025 0.005 0.00
N 0.826337 -3.433077 -0.824977 0.043 0.116 -0.171 -0.02
N 0.345498 -0.502684 1.841530 0.013 -0.051 -0.143 -0.05
H -4.474247 0.235746 -3.408544 0.023 -0.003 0.001 0.00
H 2.764061 1.380652 -4.350402 -0.002 0.001 0.011 0.00
H 1.624375 1.634368 -3.017024 0.011 -0.002 -0.009 0.00
C 2.683499 1.600861 -3.282379 -0.001 0.008 0.005 0.00
H 2.809836 -0.914492 -3.940336 -0.003 -0.012 0.018 0.00
C 2.480982 0.716409 1.289047 0.125 0.158 0.214 0.01
C 3.840542 2.125179 -0.600531 -0.052 0.028 -0.020 0.00
C -4.474879 -2.238339 -2.219091 -0.009 -0.008 -0.018 0.00
C 3.304078 0.896952 -0.972952 0.019 0.055 -0.081 0.00
H 3.906387 4.908043 -0.946406 -0.005 0.005 0.012 0.00
H 2.213794 -0.916698 2.681176 0.001 -0.023 -0.023 0.00
H -1.477469 -4.529792 3.157046 -0.004 -0.020 -0.010 0.00
C 2.677725 0.120763 0.033359 -0.065 -0.254 -0.132 -0.02
C -1.705801 0.471538 0.633539 -0.044 0.086 0.115 0.01
C -2.791404 1.233952 1.039833 0.000 -0.041 0.036 0.00
C -4.011223 1.165654 0.379986 0.018 -0.010 -0.050 0.00
C 2.439263 -4.429103 0.708120 -0.063 0.069 -0.021 0.00
H -0.688898 -0.271107 3.679804 0.068 0.038 0.009 0.00
H -0.354191 -4.948233 1.848252 0.010 0.010 0.003 0.00
```
Forces are in eV/Å.

E_LUMO (alpha / beta), hartree: 0.0090 / 0.0089
Multiplicity: 2